1.
A molecular structure, C4H6O2Tl at a distorted geometry. Source: the Open Molecules 2025 dataset; level of theory: ωB97M-V/def2-TZVPD.

The geometry in XYZ format:
```
13
Properties=species:S:1:pos:R:3
Tl -1.213 1.682 0.437
O 1.146 -0.352 0.215
O -0.736 1.737 -1.363
C 0.866 -0.243 1.557
C -0.129 0.539 -1.740
C -0.004 -0.512 -0.640
C -0.435 -0.091 1.915
H 0.092 -1.499 -1.117
H 0.889 0.728 -2.141
H 1.562 -0.884 2.114
H -0.566 -0.125 3.002
H -0.706 0.060 -2.558
H -0.765 -1.041 0.320
```

HOMO level (spin up / spin down)	-13.934 / -13.933	eV
orbital gap (spin up / spin down)	6.4 / 6.4	eV
total charge	+1

2.
C2H2IN3 in the gas phase at a distorted geometry. Source: the Open Molecules 2025 dataset; level of theory: ωB97M-V/def2-TZVPD.

The geometry in XYZ format:
```
8
Properties=species:S:1:pos:R:3
I 2.876 0.182 0.038
N -1.273 0.447 0.051
N 0.164 -1.291 -0.057
N 0.915 0.100 -0.117
C -1.052 -0.890 0.036
C -0.084 1.010 -0.011
H 0.278 1.973 -0.003
H -1.824 -1.530 0.062
```

HOMO level	-9.655	eV
orbital gap	9.1	eV
structure (SMILES)	In1cncn1

3.
2 unconnected molecules or ions with the total composition C3H8O2Si at a distorted geometry. Source: the Open Molecules 2025 dataset; level of theory: ωB97M-V/def2-TZVPD.

The geometry in XYZ format:
```
14
Properties=species:S:1:pos:R:3
Si -0.779 0.340 -1.127
O -1.947 -0.769 -1.120
O -1.187 1.333 -2.328
C 1.833 -0.726 -0.389
C 0.981 0.292 -0.744
C -0.148 0.089 2.580
H 1.566 -1.769 -0.579
H -1.761 -1.608 -0.520
H -0.143 -0.972 2.205
H -2.080 1.587 -2.299
H 0.577 0.879 2.541
H 2.901 -0.603 -0.315
H 1.224 1.415 -0.609
H -1.037 0.512 2.706
```

HOMO level (spin up / spin down)	-8.536 / -6.102	eV
orbital gap (spin up / spin down)	8.5 / 6.3	eV

Record-wise energy above the lowest of the compared OMol25 structures with the same formula, charge and spin values, in eV: 6.629, 1.468, 5.001